[1]
The following is a DFT calculation (ωB97M-V/def2-TZVPD) of a cluster of 5 separate species, C8H29N2O5 in total.

```
44
Properties=species:S:1:pos:R:3:nbo_charge:R:1
H 0.853 -4.042 -1.305 0.21
N 1.699 1.741 0.543 -0.85
O 0.499 0.684 4.061 0.00
H 1.279 3.920 1.795 0.24
H 0.276 -0.370 5.873 0.28
C 0.149 -0.524 4.801 -0.30
H 2.479 1.928 2.481 0.22
N 0.496 -1.588 -0.444 -0.87
H -3.284 1.199 0.969 0.48
H 2.390 -3.127 -1.180 0.21
H -0.355 1.269 -1.548 0.55
H 1.441 -1.521 -0.093 0.36
C 1.505 1.818 2.004 -0.06
H 2.155 2.516 0.083 0.42
H 1.347 -0.264 2.323 0.24
H -1.393 -2.764 -2.201 0.19
H -3.215 -0.806 -2.369 0.19
H -3.114 -0.259 1.340 0.47
O -2.954 0.366 0.632 -0.94
H -2.661 -1.220 -4.074 0.19
H 2.331 0.962 0.424 0.37
C 0.680 3.086 2.159 -0.64
C 1.481 -3.279 -1.763 -0.62
H 0.565 3.330 3.215 0.24
H -0.109 1.812 -3.535 0.51
O 0.059 2.281 -2.717 -0.96
C 0.676 -1.996 -1.834 -0.07
C -2.529 -0.597 -3.190 -0.25
C 0.705 0.567 2.614 -0.14
H -0.263 3.049 1.614 0.22
H 1.259 -1.202 -2.301 0.19
H 0.591 -1.464 4.471 0.26
H -0.405 -0.001 -0.673 0.55
H 0.029 -2.347 0.031 0.37
H 0.169 1.323 -0.068 0.51
O -1.194 -0.721 -2.787 -0.60
O -0.498 0.955 -0.652 -0.82
C -0.675 -2.069 -2.638 -0.07
H -0.287 0.376 2.205 0.28
H -0.460 -2.434 -3.642 0.20
H -0.030 3.205 -2.949 0.51
H -2.660 0.450 -3.463 0.19
H 1.871 -3.586 -2.733 0.24
H -0.896 -0.655 4.519 0.29
```

Its charge is +2. Its spin multiplicity is 2. The total energy is -807.17386 a.u. Its lowest unoccupied orbital energy (spin up / spin down) is -5.76 / -12.05 eV. As for the HOMO energy (spin up / spin down): -15.32 / -15.32 eV.


[2]
The following is a DFT calculation (ωB97M-V/def2-TZVPD) of the molecule C4H10N2O.

```
17
Properties=species:S:1:pos:R:3:nbo_charge:R:1
H -1.360 1.165 0.589 0.18
C -0.723 -0.678 -0.137 0.67
C 0.921 1.172 -0.438 -0.43
H 1.345 1.333 0.597 0.21
H 1.264 -1.984 -1.118 0.22
H 0.755 -1.240 -2.534 0.20
H 0.039 1.854 -0.441 0.21
H -2.553 -0.098 0.927 0.22
H 1.583 1.595 -1.202 0.22
H -1.342 -0.015 3.066 0.37
H 0.071 -0.271 2.266 0.36
N -0.795 0.249 2.255 -0.85
N 0.315 -0.096 -0.827 -0.45
C 1.170 -0.983 -1.546 -0.42
O -1.272 -1.683 -0.541 -0.60
C -1.496 0.143 0.961 -0.30
H 2.078 -0.462 -1.877 0.21
```

The SMILES is CN(C)C(=O)CN. Its spin multiplicity is 1. The total energy is -343.12172 a.u. Its lowest unoccupied orbital energy is 0.82 eV. As for the HOMO energy: -8.92 eV.


[3]
The following is a DFT calculation (ωB97M-V/def2-TZVPD) of the ion C30H31NO2P with charge +1.

```
65
Properties=species:S:1:pos:R:3:nbo_charge:R:1
H -1.095 2.511 5.347 0.24
C 3.839 2.173 -1.352 -0.20
H 6.058 -0.336 -0.672 0.23
H 1.013 1.985 3.656 0.21
H 1.745 1.961 -1.483 0.21
H 2.296 -3.842 3.127 0.23
P 1.088 -0.766 -0.624 1.52
H 2.299 -0.353 -3.319 0.23
C 2.214 -3.734 2.048 -0.22
C 2.480 -4.661 -0.164 -0.22
C 0.920 -1.295 -4.724 -0.23
H -0.669 -2.248 -5.826 0.23
C -5.308 3.136 -0.104 -0.21
H 1.547 -1.745 2.143 0.25
C 2.688 0.102 -0.768 -0.30
H 1.992 -3.381 -1.835 0.23
H -1.746 1.442 -0.941 0.23
C 0.321 0.716 1.490 0.79
O -0.486 1.502 2.219 -0.50
H 2.894 -5.762 1.640 0.23
H 0.011 0.554 4.063 0.20
H -0.939 -2.602 -1.551 0.23
C -3.062 2.694 1.540 -0.26
H 5.984 2.073 -1.274 0.23
C -0.907 -2.556 -3.703 -0.21
C -0.043 0.607 0.048 -0.60
C -4.876 1.817 0.061 -0.24
C 2.572 -4.802 1.214 -0.16
H 3.961 -1.621 -0.419 0.24
H -3.016 4.809 1.928 0.21
C -4.595 4.255 0.520 -0.22
N -2.749 0.523 0.640 -0.49
H -4.822 5.303 0.289 0.22
H -2.298 2.435 2.323 0.25
H 0.151 1.528 -0.613 0.31
C 0.596 -1.244 -2.313 -0.43
C -3.555 1.685 0.691 0.16
C 5.055 1.522 -1.168 -0.17
H -2.745 -1.085 2.059 0.20
H -4.376 -0.577 1.640 0.23
C 1.990 -3.490 -0.747 -0.17
H -0.928 3.495 3.831 0.22
C -0.246 -2.080 -4.843 -0.16
C 5.111 0.173 -0.825 -0.19
C -3.370 -0.738 1.195 -0.42
C 3.931 -0.549 -0.630 -0.20
C -1.628 0.522 -0.262 -0.16
C -1.113 2.491 4.226 -0.65
C 1.720 -2.563 1.456 -0.11
C -0.032 1.602 3.632 -0.07
H -6.067 3.424 -0.860 0.23
C 1.354 -0.901 -3.456 -0.12
H 3.800 3.224 -1.632 0.23
H -2.153 2.272 3.903 0.23
H -1.816 -3.157 -3.807 0.24
H -3.530 -1.542 0.431 0.20
H 2.763 -5.485 -0.833 0.24
C 1.535 -2.410 0.072 -0.42
C -3.569 3.971 1.436 -0.21
H -1.555 -0.544 -0.618 0.19
O 1.309 0.229 2.049 -0.62
H 1.431 -0.929 -5.618 0.24
C 2.657 1.444 -1.183 -0.21
C -0.474 -2.167 -2.444 -0.18
H -5.552 0.985 -0.308 0.24
```

Its charge is +1. Its spin multiplicity is 1. The total energy is -1708.02817 a.u. Its lowest unoccupied orbital energy is -2.77 eV. As for the HOMO energy: -10.49 eV.


[4]
The following is a DFT calculation (ωB97M-V/def2-TZVPD) of a cluster of 2 separate species, C2HCl3O3 in total.

```
9
Properties=species:S:1:pos:R:3:nbo_charge:R:1
C -0.235 -0.081 0.131 -0.36
Cl -0.199 1.398 0.806 0.64
H -0.999 1.479 3.010 0.46
C 1.337 -0.944 -2.150 1.02
O -1.311 1.942 2.231 -0.85
Cl -1.631 -0.504 -0.814 0.06
O 1.043 0.066 -2.605 -0.51
Cl 0.348 -1.401 1.106 0.05
O 1.648 -1.954 -1.715 -0.51
```

Its spin multiplicity is 1. The total energy is -1682.98596 a.u. Its lowest unoccupied orbital energy (spin up / spin down) is -1.01 / -1.12 eV. As for the HOMO energy (spin up / spin down): -9.26 / -9.47 eV.


[5]
The following is a DFT calculation (ωB97M-V/def2-TZVPD) of a cluster of 11 separate species, C52H84ClNO23 in total.

```
161
Properties=species:S:1:pos:R:3:lowdin_charge:R:1
O -3.672 3.816 -0.273 0.10
C -4.594 -3.097 0.714 -0.08
H -5.930 -6.049 0.044 0.12
C -3.846 -4.179 1.466 -0.49
H 0.439 -6.713 2.472 0.04
O 4.001 -2.085 -4.132 0.02
H 1.102 -6.749 -1.823 0.13
H -0.212 -0.580 0.255 0.11
H -6.931 2.130 6.732 0.12
O 6.681 -4.593 -7.496 0.12
C 7.332 -0.053 1.202 -0.49
H -0.450 4.289 1.885 0.12
H 7.428 -3.198 -11.054 0.12
H -2.371 6.780 7.564 0.14
C -0.792 -6.406 -2.862 -0.15
H 0.611 -8.106 -2.859 0.12
H 8.502 2.264 2.380 0.13
C -6.235 6.950 -0.804 -0.14
C 8.092 -0.556 2.417 -0.07
H 8.147 -5.076 -9.749 0.12
H -3.461 0.277 -0.561 0.09
Cl 2.743 -5.293 2.356 0.68
O -7.199 4.602 7.840 0.13
H 2.159 0.382 -1.162 0.12
H -7.817 8.474 -0.849 0.12
C 6.682 -3.989 -10.983 -0.15
H 4.513 -4.035 -10.706 0.13
C -0.277 -0.241 -0.776 -0.23
H -2.560 5.333 6.543 0.10
H 6.864 0.257 3.994 0.11
C 2.157 -2.142 3.669 -0.39
C -2.528 -0.080 -0.141 -0.10
C -0.613 1.707 -3.700 -0.14
C -4.846 1.996 7.413 -0.15
H -4.629 8.443 4.841 0.12
H 4.194 -1.828 3.756 0.13
H -1.628 1.447 -3.414 0.13
O -0.746 6.845 5.192 0.11
C 2.818 -2.165 -4.771 -0.48
C 0.591 -5.341 3.983 -0.27
C -6.032 2.735 6.794 -0.07
O -3.160 3.526 1.885 0.02
C -0.479 -5.051 -3.491 -0.14
C 4.121 -4.022 -5.457 -0.14
H -0.536 2.155 -5.842 0.11
H -1.281 -4.668 -4.116 0.13
C 0.830 3.377 -3.064 -0.49
C -3.034 4.135 0.686 -0.51
C -7.594 7.510 -0.399 -0.15
O 0.674 -5.284 -4.321 0.01
H -2.742 -0.960 0.458 0.06
H 1.642 2.920 -4.974 0.13
H -5.203 1.274 8.148 0.12
O -7.523 7.681 1.029 0.03
C -0.531 2.666 -4.882 -0.14
C 4.964 -2.976 -4.748 -0.13
O 7.014 1.252 1.376 0.02
C 0.603 -7.026 -2.752 -0.07
H -6.602 -3.878 0.822 0.12
H 4.633 -4.487 -6.288 0.09
C 3.456 -1.911 2.962 -0.09
C -2.695 6.408 6.591 -0.07
C 7.788 0.509 3.472 -0.15
H -0.125 -4.747 4.537 0.13
H -6.238 5.117 0.389 0.14
H -6.264 6.373 -1.725 0.12
H 3.747 -2.789 2.397 0.09
H -0.020 0.808 -0.853 0.11
O 2.397 -6.698 -4.381 0.12
H 3.836 -4.804 -4.758 0.10
H 1.686 -1.378 0.629 0.07
H 0.066 -4.434 1.487 0.08
C 2.889 -3.213 -5.857 -0.06
H 0.537 -2.121 -1.363 0.10
H -4.784 6.899 7.115 0.12
O -6.373 6.796 2.726 0.11
C -5.775 -3.858 0.112 -0.15
H 2.561 -0.095 2.186 0.11
H 4.173 -0.055 0.165 0.11
O 5.521 -3.439 -9.010 0.02
N -0.087 -6.397 3.270 0.02
H -4.222 1.467 6.696 0.12
H -2.574 6.209 0.846 0.12
H 6.629 -5.957 -10.023 0.13
C -5.191 -5.258 -0.043 -0.15
H 4.264 0.018 2.478 0.10
H -0.048 0.790 -3.872 0.11
H -6.145 -3.444 -0.824 0.12
H 6.575 -4.440 -11.967 0.11
C 7.074 -4.972 -9.878 -0.07
C -1.291 4.954 2.083 -0.13
C -3.882 8.194 5.589 -0.14
H -3.927 -2.696 -0.049 0.12
H -4.897 -2.301 1.388 0.13
C 3.779 -0.946 0.638 -0.18
H -1.321 -6.323 -1.915 0.11
O 0.000 2.417 -2.603 0.01
H -4.653 -5.379 -0.986 0.12
H -1.378 3.354 -4.861 0.12
H 5.187 -2.396 -10.755 0.12
H -3.572 2.800 9.005 0.13
C 2.506 -1.442 -0.077 -0.20
O 1.500 4.045 -2.334 0.12
C -2.025 5.267 0.781 -0.06
C -4.122 6.845 6.254 -0.14
H -3.419 3.646 7.458 0.10
H 1.250 -3.158 1.362 0.05
C -6.243 3.896 7.749 -0.50
H 3.015 -2.710 -6.819 0.13
C 6.452 -4.350 -8.642 -0.49
O 7.036 -0.655 0.217 0.12
H 4.546 -1.708 0.580 0.10
H 0.750 4.457 -4.922 0.12
O -5.137 4.059 8.519 0.02
H 1.277 -5.764 4.712 0.11
C -5.857 6.137 0.433 -0.07
O -3.004 -4.043 2.304 0.12
H 2.641 -2.491 -0.330 0.11
C 7.568 1.746 2.607 -0.15
C 1.351 -6.376 -3.901 -0.48
C -6.569 6.876 1.549 -0.48
H -2.096 0.719 0.453 0.08
C -2.363 4.216 2.868 -0.15
H 0.384 -0.987 -2.688 0.08
C -4.112 3.129 8.121 -0.15
H -1.006 -6.104 2.980 0.06
H -1.406 -6.997 -3.542 0.12
H -5.526 7.768 -0.941 0.12
H 5.598 -3.386 -3.967 0.13
H -1.955 3.486 3.563 0.13
O 1.950 -3.458 4.063 -0.03
H 8.570 0.642 4.216 0.11
C 0.635 -1.073 -1.642 -0.17
C 0.606 -3.690 2.053 -0.06
H -4.795 6.118 0.618 0.09
H 9.152 -0.596 2.163 0.13
C -1.872 7.089 5.513 -0.50
H 1.978 -3.801 -5.867 0.11
H -0.913 5.830 2.606 0.11
C 2.094 -0.691 -1.336 -0.17
H -0.126 -3.015 2.482 0.10
O 1.336 -1.240 4.000 0.09
H 5.583 -2.397 -5.436 0.12
H -4.565 6.157 5.531 0.11
O 1.885 -1.472 -4.471 0.10
H 2.742 -0.923 -2.168 0.09
O -2.600 8.067 4.936 0.03
O -4.245 -5.395 1.035 0.02
H -8.411 6.819 -0.620 0.13
C 1.400 -4.353 3.148 -0.82
H -1.379 5.280 -0.092 0.13
H -3.816 9.009 6.313 0.13
H -0.218 -4.293 -2.750 0.12
C 3.488 -0.648 2.107 -0.18
H -5.799 3.143 5.809 0.13
C 0.761 3.427 -4.579 -0.07
H 6.868 2.456 3.039 0.12
H 7.749 -1.549 2.692 0.12
C 5.375 -3.420 -10.442 -0.15
O -1.637 -0.423 -1.182 -0.19
H -3.019 4.901 3.412 0.12
```

The SMILES is COCCCCCCCC(=O)O[C@@](C)(Cl)CN.O=C1CCCO1.O=C1CCCO1.O=C1CCCO1.O=C1CCCO1.O=C1CCCO1.O=C1CCCO1.O=C1CCCO1.O=C1CCCO1.O=C1CCCO1.O=C1CCCO1. Its spin multiplicity is 1. The total energy is -4277.40255 a.u. Its lowest unoccupied orbital energy is 0.38 eV. As for the HOMO energy: -9.17 eV.


[6]
The following is a DFT calculation (ωB97M-V/def2-TZVPD) of a cluster of 2 separate species, C4H13NO3 in total.

```
21
Properties=species:S:1:pos:R:3:nbo_charge:R:1
H -2.728 -1.538 0.426 0.18
H 0.931 0.824 -0.993 0.15
N -1.329 -0.004 0.507 -0.65
H 0.296 -0.402 1.689 0.20
H 2.807 0.072 1.264 0.23
C -0.003 0.353 0.958 -0.25
H 0.645 -1.468 -0.637 0.49
H -0.072 1.246 1.552 0.19
H -1.152 0.996 -2.092 0.48
O -1.154 -1.880 -0.924 -0.80
H 2.274 1.717 1.329 0.21
H 3.155 1.168 -0.094 0.22
H -1.724 0.555 -0.237 0.39
H -1.462 -2.787 -1.051 0.47
O -1.668 1.804 -1.998 -0.94
O 1.456 -1.009 -0.360 -0.76
H -1.037 -1.927 1.080 0.17
C -1.664 -1.365 0.384 0.09
C 2.426 0.879 0.648 -0.63
C 1.178 0.364 -0.029 0.08
H -1.175 2.401 -1.421 0.47
```

The SMILES is C[C@@H](O)CNCO.O. Its spin multiplicity is 1. The total energy is -440.65536 a.u. Its lowest unoccupied orbital energy is 0.76 eV. As for the HOMO energy: -9.21 eV.


Max |F|: 2.66 3.05 3.10 1.76 4.95 2.07 (eV/A)